The following is a quantum chemistry calculation of a 3-piece molecular cluster, C7H18N4O overall in a non-equilibrium geometry, from the Open Molecules 2025 dataset.

XYZ file:
```
30
Properties=species:S:1:pos:R:3:forces:R:3:mulliken_charge:R:1
H 9.267 -1.496 0.007 0.1 0.9 -0.8 0.34
C 9.390 -2.413 0.518 -1.1 -1.2 -1.5 0.27
H 9.736 -3.405 -1.230 -0.2 0.6 0.0 0.31
H -4.359 3.206 -2.598 -0.9 0.3 -0.3 0.36
H 9.892 -4.483 0.106 -1.6 2.8 -0.5 0.34
C -2.475 1.110 -1.154 1.4 -0.4 2.0 0.76
C -2.603 2.009 2.403 -0.6 0.5 -1.6 -0.75
N -3.521 1.842 -1.352 -1.1 1.2 -0.2 -0.18
H -2.921 2.599 -3.227 1.1 -0.2 -0.8 0.33
H -2.664 2.104 3.485 0.3 -0.5 0.0 0.33
O 9.147 -2.248 1.763 0.3 1.1 -1.2 -0.30
N -1.482 0.880 -1.786 -3.3 2.2 -1.1 -0.35
H 9.369 -2.924 2.361 0.3 -2.0 1.5 0.37
C -3.806 2.303 -2.741 0.1 0.6 2.6 -0.95
H -1.592 2.251 1.996 -1.1 0.4 0.4 0.26
C -3.551 -0.980 0.366 -1.1 -4.2 -0.8 -1.00
H 0.110 0.264 -0.989 0.7 -0.5 0.1 0.34
H -0.864 -1.115 -1.550 0.6 1.8 -1.0 0.22
H -2.783 -1.883 0.305 -1.4 1.7 0.0 0.27
H 0.108 0.013 -2.657 1.0 -0.1 -2.2 0.33
H -4.331 1.481 -3.089 -1.1 -0.9 -1.9 0.34
N -2.942 0.652 1.909 -1.1 -0.3 0.5 -0.15
C -2.843 0.205 0.681 0.2 2.5 0.8 0.16
H -3.488 2.626 2.023 1.7 -0.2 0.3 0.29
H -4.392 -1.327 1.087 1.4 0.7 -1.0 0.37
H -3.977 -0.869 -0.678 0.4 -0.4 1.2 0.27
H -3.604 0.192 2.599 1.0 0.0 -1.3 0.34
C -0.515 -0.030 -1.841 1.5 -4.1 4.1 -0.85
H -4.080 2.235 -0.617 0.2 -0.2 0.3 0.25
N 9.497 -3.496 -0.248 2.3 -2.2 2.5 -0.32
```
Positions in Å, forces in eV/Å.

Output
- Net charge: +2
- Kohn-Sham gap: 7.64 eV
- Highest occupied orbital energy: -13.9684 eV
- Strongest force on any atom: 5.95 eV/A



The following is a quantum chemistry calculation of C5H11N2S as an isolated structure in a non-equilibrium geometry, from the Open Molecules 2025 dataset.

XYZ file:
```
19
Properties=species:S:1:pos:R:3:forces:R:3:mulliken_charge:R:1
H -1.940 -2.119 0.823 0.0 0.1 -0.2 0.30
H -3.623 -2.176 0.343 0.6 0.7 -0.4 0.32
H -1.742 2.451 0.363 -1.6 2.4 3.4 0.41
H -0.229 1.934 -0.366 -1.9 0.2 0.0 0.26
H -3.452 0.105 -0.332 1.0 -1.2 -0.2 0.34
N -2.535 -0.426 -0.201 -3.0 3.7 -0.1 -0.12
N 2.040 -0.518 -0.275 1.7 0.7 -1.0 -0.27
C 3.075 0.170 0.328 1.6 0.0 -0.3 0.13
C -2.620 -1.812 0.023 -0.1 -2.8 0.7 -0.85
H 4.312 0.041 -1.240 0.8 -0.6 -2.2 0.31
H -1.864 2.017 -1.192 -0.1 0.4 -1.0 0.37
H -2.333 -2.352 -0.875 -0.1 -0.1 -0.1 0.34
S 0.574 -0.692 0.149 -0.7 0.0 1.6 0.09
C -1.538 0.335 -0.059 2.9 -0.3 0.9 0.33
H 0.648 0.024 1.344 -0.7 -0.6 -0.4 0.22
C -1.371 1.782 -0.271 3.0 -2.7 -3.1 -1.11
H 5.199 0.456 0.334 0.2 0.5 0.1 0.27
C 4.315 0.272 -0.238 -2.5 -0.5 1.3 -0.62
H 3.085 0.508 1.341 -1.1 0.0 1.0 0.28
```
Positions in Å, forces in eV/Å.

Output
- Net charge: +1
- Kohn-Sham gap (alpha / beta): 7.29 / 6.82 eV
- Highest occupied orbital energy (alpha / beta): -12.3717 / -12.1024 eV
- Strongest force on any atom: 5.08 eV/A